# 1
A structure of composition C29H57Br10F6N2O7P2S in a non-equilibrium geometry. Source: the Open Molecules 2025 dataset; level of theory: wB97M-V/def2-TZVPD.

```
! RIJCOSX wB97M-V def2-TZVPD def2/J DEFGRID3
* xyz 1 1
H -1.796 2.505 -5.281
F 4.131 -2.426 -1.327
C 1.155 -4.042 5.631
H -2.489 -5.341 3.029
H -2.703 2.261 -3.321
O -6.371 0.126 3.116
N 0.754 2.775 -0.802
H 2.385 2.388 0.210
O -3.035 4.673 -3.020
Br 8.599 -4.941 0.756
H 7.641 -6.434 -0.991
P 0.690 1.023 -4.429
H 1.281 -3.697 6.654
C 0.582 0.289 -0.978
H 0.921 3.635 -6.189
C 11.308 -8.012 0.771
C 11.295 -9.492 0.470
H -3.383 4.016 -1.118
H 0.115 3.587 -0.708
C 2.880 -0.771 -0.232
H 11.992 -7.493 0.100
H -4.284 8.499 0.931
O 3.840 3.377 -1.547
H -3.375 0.435 0.106
H -3.198 1.819 -1.682
H -0.107 -0.558 -1.221
O -1.568 3.450 -5.327
H 7.330 -7.115 0.618
Br -3.878 6.040 0.840
C -7.593 0.734 3.529
H -3.703 6.284 -1.887
C -3.617 1.302 0.779
F 0.935 -3.421 -0.383
H 10.779 -9.735 -0.455
H -3.026 6.473 -4.879
F 2.170 -1.913 -2.222
H -8.409 -0.009 3.651
H -4.413 1.875 0.246
H -2.356 3.161 0.464
H -7.465 1.288 4.490
H -6.755 6.660 0.818
P -0.285 3.821 -4.321
C 0.998 -5.535 5.522
C -0.976 1.818 -2.111
H -2.261 2.372 2.042
Br 9.558 -7.179 0.454
C -0.254 1.644 -0.721
H 5.925 -4.570 -0.387
C 1.467 -0.214 0.235
C 0.133 2.343 -3.167
H -2.210 7.724 -3.895
C -4.876 7.657 1.280
H -0.258 1.561 1.452
F 2.512 -3.225 1.108
H 1.945 -6.034 5.711
C -0.975 1.345 0.620
C 5.924 -5.594 -0.022
H 5.251 -6.193 -0.634
H -1.657 4.333 -1.486
Br -6.228 7.993 -1.220
H -1.233 0.259 0.648
H 11.577 -7.789 1.801
C -2.930 6.069 -2.671
C 1.233 2.990 -2.213
C -5.590 1.134 2.464
H -4.607 -4.813 4.086
C -2.422 2.381 -2.241
S 3.014 2.773 -2.565
H -1.107 0.767 -2.488
Br -0.218 -6.220 6.880
H 3.426 -1.009 0.716
C -2.978 -4.406 2.759
Br -5.263 -2.707 2.986
Br -0.400 -3.115 4.909
O 3.383 1.382 -2.705
H -5.500 2.017 3.148
O 1.616 2.989 0.245
Br 5.109 -5.563 1.748
H -1.945 6.308 -2.189
C 2.815 -2.095 -1.030
H -6.088 1.406 1.501
Br -2.654 -4.197 0.847
C 2.269 -3.325 -0.214
H 12.310 -9.888 0.430
Br 10.416 -10.495 1.890
H -3.471 0.916 3.008
C 7.297 -6.213 0.018
C -2.281 2.160 0.941
H 1.570 0.063 -3.868
H 1.346 1.604 -5.544
C -3.073 7.010 -3.910
H -6.881 8.404 1.124
H 1.997 -3.699 5.031
H 0.610 -5.855 4.559
C -6.261 7.620 0.691
H -2.476 -3.582 3.257
H 1.088 4.096 -2.378
H -4.921 7.676 2.368
H -4.111 -0.444 2.071
H -3.977 7.661 -3.829
H 3.489 0.018 -0.729
C -4.120 0.666 2.132
C -2.604 3.904 -1.922
O 0.971 4.149 -5.361
H -1.433 0.541 -4.568
H 0.934 -1.084 0.695
H -5.004 -5.108 2.382
F 2.881 -4.460 -0.631
H 1.280 0.376 -1.841
H -7.949 1.470 2.759
N -0.568 0.212 -4.999
H 1.673 0.532 1.028
C -4.448 -4.471 3.065
F 3.417 3.490 -3.959
*
```

Its lowest unoccupied orbital energy is -0.140 Eh. For the orbital gap, the calculation gives 0.1962 Eh.

=====

# 2
A structure of composition CH3AsO2RuS4. Source: the Open Molecules 2025 dataset; level of theory: wB97M-V/def2-TZVPD.

```
! RIJCOSX wB97M-V def2-TZVPD def2/J DEFGRID3
* xyz -2 5
H -2.405 2.216 -1.505
S 3.496 -0.214 2.362
O -1.154 0.600 -1.806
H -0.892 2.246 -0.574
S 0.122 0.317 1.201
As 1.627 -1.145 1.884
C -1.679 1.589 -0.963
S 1.731 -2.098 -0.139
Ru 0.188 -0.674 -1.070
H -2.195 1.150 -0.100
S 0.873 -2.491 3.321
O 0.288 -1.496 -2.611
*
```

Its lowest unoccupied orbital energy (alpha / beta) is 0.205 / 0.184 Eh. Its energy above the lowest of the compared OMol25 structures with the same formula, charge and spin is 0.0000 eV. For the orbital gap (alpha / beta), the calculation gives 0.2390 / 0.2190 Eh.

=====

# 3
A cluster of 2 separate species, C24H33FNO4 in total in a non-equilibrium geometry. Source: the Open Molecules 2025 dataset; level of theory: wB97M-V/def2-TZVPD.

```
! RIJCOSX wB97M-V def2-TZVPD def2/J DEFGRID3
* xyz 1 1
C 2.831 -3.683 1.763
C -3.534 -0.183 -4.121
C 3.389 -0.005 3.821
C 2.936 -2.090 2.139
C 1.358 -1.619 6.161
H 3.157 -3.718 4.711
H -0.497 1.719 -6.064
H 0.163 3.649 0.255
C 0.797 -5.041 1.742
C 3.557 -2.623 4.813
C 1.946 2.469 3.509
C -3.748 2.732 -1.522
C 2.706 -0.992 0.898
H -1.397 2.972 -5.242
H -3.432 3.895 -3.974
H 0.463 0.112 -3.090
H -3.505 2.156 -0.624
H 0.082 -4.193 1.335
H -2.242 1.611 -6.013
C 1.083 3.434 2.479
H 3.628 -1.169 6.663
C -3.303 2.018 -2.838
O 1.865 -4.450 2.564
H 0.632 -2.495 6.480
F 5.054 -2.732 4.947
H 0.122 -5.681 2.491
C -2.014 -0.272 -4.218
C -1.368 1.889 -5.418
H -5.056 0.712 -2.895
H -3.710 0.042 -1.995
C 2.475 1.032 2.905
H -1.745 -0.755 -5.166
H 0.838 1.689 -3.816
C 0.784 2.912 0.950
H -3.943 0.262 -5.033
H -1.671 -0.951 -3.428
H 1.182 -0.758 6.966
H 3.924 -4.148 1.745
C 2.152 0.495 1.354
H -3.281 3.721 -1.434
C -1.276 1.092 -4.083
C -3.965 0.613 -2.898
O -1.295 1.451 -1.761
H 3.006 -2.934 7.028
C 2.944 -2.034 6.251
C 1.296 1.473 0.355
N -1.808 1.950 -2.973
C -3.909 2.910 -3.956
H 2.460 -3.741 0.630
H -4.835 2.883 -1.506
H -3.954 -1.193 -4.061
H 1.044 1.176 -0.751
H 1.161 -5.794 0.922
H -3.839 2.485 -4.954
H -4.981 3.073 -3.787
H 0.630 0.253 -4.827
H 2.185 2.762 4.618
C 3.264 -1.647 3.529
O 4.226 0.509 4.738
H 0.707 4.476 2.870
O 2.986 -1.316 -0.372
C 0.250 0.772 -3.938
H 1.023 -1.182 5.127
*
```

Its lowest unoccupied orbital energy is -0.301 Eh. For the orbital gap, the calculation gives 0.1077 Eh.

=====

Question: Number 3 is which compound?
Answer: C24H33FNO4